Entry 1:
{"formula": "C31H20IrN7O8", "method": "ωB97M-V with the def2-TZVPD basis set", "species": ["Ir", "O", "C", "C", "C", "C", "C", "C", "C", "N", "N", "C", "O", "C", "C", "C", "C", "C", "C", "H", "H", "H", "H", "H", "H", "H", "H", "H", "H", "O", "N", "O", "C", "C", "C", "C", "C", "C", "N", "C", "C", "N", "C", "C", "C", "C", "H", "H", "H", "H", "H", "H", "H", "O", "C", "O", "C", "C", "N", "N", "C", "C", "O", "O", "H", "H", "H"], "xyz": [[0.483812, -0.678966, 0.265149], [2.330900, -0.365720, 1.421868], [2.633927, 0.537244, 2.353534], [3.939435, 0.653270, 2.940133], [4.163101, 1.658656, 3.853823], [3.187108, 2.631327, 4.195424], [1.916182, 2.546541, 3.716728], [1.640953, 1.499606, 2.800536], [0.269324, 1.369279, 2.498072], [-0.308559, 0.519362, 1.626799], [-1.627929, 0.644900, 1.649399], [-2.202026, -0.052154, 0.645527], [-1.609409, -0.809916, -0.230233], [-3.641981, 0.182538, 0.550237], [-4.376000, -0.450169, -0.462808], [-5.662846, -0.040330, -0.749070], [-6.203633, 1.026478, -0.071844], [-5.548238, 1.603501, 1.007337], [-4.281670, 1.163186, 1.353899], [4.755672, -0.020959, 2.676172], [5.163427, 1.806041, 4.289147], [3.477706, 3.407606, 4.917858], [1.141470, 3.277347, 3.996182], [-0.413909, 2.049349, 3.045348], [-3.902867, -1.266608, -1.016830], [-6.241582, -0.545356, -1.517455], [-7.199045, 1.395460, -0.332433], [-6.052351, 2.407851, 1.562034], [-3.721382, 1.535775, 2.216501], [0.282419, 2.908176, -5.901386], [1.483641, 2.560966, -5.573813], [2.489612, 2.751317, -6.347040], [1.697193, 1.882206, -4.363141], [2.885523, 1.145671, -4.269124], [3.027019, 0.194143, -3.240356], [4.115424, -0.697932, -3.117317], [4.209490, -1.499004, -1.982800], [3.225802, -1.502338, -0.988759], [2.145930, -0.691709, -1.081602], [2.008521, 0.079234, -2.177752], [0.921086, 0.989439, -2.208694], [0.178593, 1.009391, -1.061032], [-0.656708, 2.059704, -0.923039], [-1.006684, 2.888652, -1.981852], [-0.318311, 2.877494, -3.186645], [0.724983, 1.936597, -3.292238], [3.641536, 1.210020, -5.062582], [4.870204, -0.752926, -3.917754], [5.061517, -2.147910, -1.793361], [3.337498, -2.138099, -0.143169], [-1.114163, 2.246755, 0.069796], [-1.811249, 3.617923, -1.776188], [-0.632744, 3.556513, -3.989618], [-2.113902, -5.750589, 0.435922], [-2.141624, -5.203928, 1.679109], [-2.930855, -5.600011, 2.520028], [-1.179400, -4.086142, 1.908963], [-0.951686, -3.334031, 3.098386], [-0.166627, -2.265301, 2.785195], [0.123432, -2.262335, 1.473601], [-0.442776, -3.370889, 0.855220], [-0.270707, -3.423330, -0.619924], [-0.603016, -4.320281, -1.357919], [0.282462, -2.299791, -1.001797], [-1.496341, -5.245856, -0.174215], [-1.268929, -3.443598, 4.140770], [0.284221, -1.563361, 3.365066]], "atomic_forces_ev_per_a": [[-0.4, 0.5, -0.3], [2.1, 2.4, 3.8], [-0.4, -1.5, -2.1], [0.1, 0.3, 0.4], [0.6, -0.1, -0.6], [-0.1, 0.5, 0.9], [0.8, 0.3, 0.1], [-1.6, -0.5, -0.2], [0.3, 0.0, -0.2], [0.0, 1.9, 2.1], [0.4, -0.6, -0.4], [-0.8, -1.6, -1.5], [-2.6, 1.8, 2.3], [-1.0, 0.4, -0.2], [0.6, -0.3, 0.0], [0.0, -0.4, -0.5], [-0.9, 0.4, 0.3], [0.0, 0.4, 0.4], [0.6, -0.3, -0.2], [-0.5, 0.1, -0.1], [-0.5, -0.3, -0.3], [-0.2, -0.3, -0.5], [0.4, -0.5, -0.2], [0.3, -0.6, -0.6], [-0.2, 0.4, 0.1], [0.2, 0.1, 0.1], [0.3, -0.2, 0.0], [0.4, -0.5, -0.2], [-0.4, 0.1, -0.4], [0.0, 0.5, -1.1], [-0.3, -0.5, 2.4], [0.1, 0.5, -1.4], [1.4, -0.9, -0.2], [-1.4, 0.4, -0.5], [-0.9, -1.0, 2.2], [0.1, -0.1, 0.2], [0.1, 0.0, -0.2], [-0.7, 1.6, -1.3], [2.2, -1.0, -1.4], [2.1, 0.3, -1.5], [-0.8, 1.2, -0.2], [0.5, 1.4, -0.7], [-0.3, -1.0, 0.6], [-0.2, 1.0, 0.1], [-0.6, -0.5, 0.6], [0.5, -1.0, 0.5], [-0.5, -0.1, 0.4], [-0.3, 0.1, 0.6], [-0.1, 0.1, -0.4], [-0.2, -0.2, 0.6], [0.2, -0.4, -0.9], [0.6, -0.4, -0.3], [0.4, -0.4, 0.4], [0.6, 1.1, 0.8], [-1.2, -1.4, 0.1], [1.4, 0.8, -0.9], [1.2, 2.0, -0.5], [0.1, -0.2, -0.8], [-0.4, -1.1, -1.1], [-0.3, -2.1, -1.1], [-0.5, 0.9, 4.5], [0.7, 2.2, -0.3], [-0.3, -0.6, 0.4], [0.0, -1.5, -1.4], [-0.5, -0.7, 0.1], [0.0, -0.3, -0.7], [-0.3, -0.3, 0.0]], "de_lowest_kj_mol": 0.0, "charge": 1, "s_squared": 8.874, "e_tot_ha": -2282.38243, "multiplicity": 6, "gap_ha": [0.234, 0.191]}



Entry 2:
{"formula": "C11H54N22O16", "method": "ωB97M-V with the def2-TZVPD basis set", "species": ["O", "H", "H", "O", "H", "H", "O", "H", "H", "O", "H", "H", "O", "H", "H", "C", "O", "N", "N", "H", "H", "H", "H", "C", "O", "N", "N", "H", "H", "H", "H", "C", "O", "N", "N", "H", "H", "H", "H", "C", "O", "N", "N", "H", "H", "H", "H", "C", "O", "N", "N", "H", "H", "H", "H", "C", "O", "N", "N", "H", "H", "H", "H", "C", "O", "N", "N", "H", "H", "H", "H", "C", "O", "N", "N", "H", "H", "H", "H", "C", "O", "N", "N", "H", "H", "H", "H", "C", "O", "N", "N", "H", "H", "H", "H", "C", "O", "N", "N", "H", "H", "H", "H"], "xyz": [[4.204690, 1.582018, -0.376833], [4.439110, 2.366528, -0.872643], [4.701340, 1.655848, 0.438107], [4.437340, 0.364558, -2.884213], [5.290940, 0.419118, -2.454533], [3.804120, 0.435748, -2.169923], [1.608970, 2.800278, -2.378843], [1.146400, 1.963248, -2.419393], [1.225960, 3.320598, -3.085113], [-1.412240, 2.746728, 0.143507], [-0.487870, 2.829328, -0.090933], [-1.500300, 3.249488, 0.953257], [1.756120, -1.360802, 2.567987], [2.085160, -2.258722, 2.609117], [2.543190, -0.816132, 2.577037], [0.676470, 0.214348, -0.876983], [0.567390, 0.502848, -2.083223], [1.773230, 0.214578, -0.127253], [-0.398400, -0.355742, -0.277143], [2.576320, 0.723588, -0.467923], [1.835830, -0.078342, 0.837307], [-1.220940, -0.340042, -0.863043], [-0.378250, -0.731082, 0.660317], [-3.481880, -2.878922, 0.419317], [-2.342900, -2.763502, 0.936787], [-3.886270, -3.979712, -0.084583], [-4.365180, -1.949432, 0.293917], [-3.267360, -4.725532, 0.199667], [-4.828120, -4.131472, -0.416233], [-5.177870, -1.918162, -0.304963], [-3.992900, -1.089512, 0.670797], [-3.724900, 0.461818, 2.868827], [-4.289770, -0.523062, 3.324547], [-4.234020, 1.661418, 2.977407], [-2.769920, 0.457388, 1.994607], [-5.177490, 1.481848, 3.289997], [-3.725080, 2.428778, 2.562387], [-2.227930, 1.284048, 1.787297], [-2.369740, -0.451002, 1.808097], [-4.807540, 1.570558, -1.123513], [-5.116280, 2.448308, -0.321283], [-5.560060, 0.819288, -1.906143], [-3.511900, 1.159008, -1.095633], [-4.919710, 0.389878, -2.558573], [-6.568630, 0.794958, -1.858163], [-2.887760, 1.641068, -0.464623], [-3.245220, 0.932988, -2.043213], [-3.078660, -1.103902, -3.810443], [-4.194560, -0.644292, -3.923033], [-2.048390, -0.427532, -3.481473], [-2.812510, -2.261822, -4.220493], [-1.144430, -0.878022, -3.485033], [-2.235920, 0.561488, -3.399193], [-1.954720, -2.355712, -4.745353], [-3.611460, -2.833802, -4.454183], [3.788990, 1.154978, 3.672437], [3.667850, 0.492488, 2.653647], [4.894340, 1.558398, 4.186977], [2.861780, 1.850288, 4.286387], [5.732810, 1.497208, 3.627217], [4.913310, 2.079508, 5.051947], [2.967930, 2.468758, 5.077797], [1.917030, 1.739678, 3.946787], [0.153700, -4.168032, 2.823497], [1.092830, -4.504082, 3.449287], [-1.074860, -4.282032, 3.307707], [0.271030, -3.847222, 1.573067], [-1.210720, -4.475262, 4.289697], [-1.785810, -3.827752, 2.752477], [-0.571590, -3.405342, 1.234197], [1.192440, -3.572602, 1.263727], [1.575540, 4.708858, 0.844387], [1.704510, 5.663258, 1.589367], [1.978330, 3.591598, 1.232517], [1.326310, 4.801248, -0.380373], [2.245100, 3.533498, 2.204917], [2.152160, 2.906308, 0.511227], [1.119140, 5.767088, -0.590913], [1.656350, 4.116838, -1.045773], [-0.636520, 2.559678, 3.592057], [-1.095150, 3.335388, 2.774347], [-0.049520, 1.442408, 3.315697], [-0.566800, 2.798378, 4.890617], [0.220250, 0.861668, 4.096767], [0.144060, 1.112618, 2.380887], [-0.842880, 3.694208, 5.266597], [-0.079750, 2.086778, 5.416457], [1.812750, -3.602642, -2.164053], [0.641470, -3.837532, -2.253223], [2.409740, -2.611312, -1.559393], [2.717050, -4.257172, -2.798023], [3.287130, -2.302932, -1.953343], [1.872470, -1.996942, -0.964423], [2.475810, -4.893292, -3.544523], [3.629790, -4.033922, -2.427653], [2.330600, -1.103252, -5.486573], [2.074460, -1.230682, -6.637473], [3.425520, -1.652252, -5.063303], [1.649650, -0.463112, -4.649513], [3.819780, -1.459742, -4.153583], [3.792890, -2.288602, -5.756263], [1.823800, -0.690282, -3.680923], [0.859390, 0.059458, -4.999513]], "atomic_forces_ev_per_a": [[0.2, 0.1, 0.0], [0.0, 0.3, -0.4], [0.0, -0.2, 0.5], [-0.1, -0.4, -0.5], [0.2, 0.0, 0.2], [-0.1, 0.2, 0.2], [0.8, 1.3, 0.0], [-0.4, -1.2, 0.1], [0.0, 0.3, -0.2], [-0.2, -0.5, -0.6], [0.3, 0.2, -0.1], [0.2, 0.4, 0.6], [-0.7, 0.1, -0.3], [-0.2, -0.5, 0.3], [0.7, 0.5, 0.3], [-2.2, -2.1, 0.3], [0.7, 0.4, 0.3], [1.7, 1.0, -0.3], [0.0, 0.5, -0.3], [0.0, 0.0, 0.2], [-0.5, -0.2, 0.0], [-0.2, -0.4, 0.5], [-0.2, -0.1, -0.3], [2.0, 0.8, 0.7], [-0.7, 0.6, 0.2], [0.0, -5.2, -1.3], [-0.8, 4.5, 0.8], [-0.5, -0.6, -0.6], [0.4, -0.2, 0.3], [0.4, -0.2, 0.2], [-0.8, 0.6, -0.3], [-2.1, -1.0, 0.2], [0.2, -0.8, 0.4], [-1.1, 1.6, 1.8], [4.1, -1.8, -2.4], [-0.2, 1.8, 0.0], [-1.3, 0.4, 0.1], [-0.1, -0.2, -0.3], [0.4, 0.1, 0.1], [0.2, 1.8, 3.8], [-1.2, 0.0, -0.2], [-0.5, -0.2, -0.6], [0.9, -1.0, -1.3], [-1.4, -1.2, -1.0], [0.5, 0.3, -0.5], [0.1, 0.5, -0.6], [0.9, -0.1, 0.7], [-2.7, 2.1, -1.1], [-2.6, 1.5, 1.1], [3.2, 3.2, 1.6], [1.2, -6.9, -2.1], [0.1, 0.7, 0.4], [1.1, -0.1, -0.1], [-0.2, -0.7, 0.2], [0.4, 0.0, -0.3], [-0.7, 1.3, -1.0], [-0.1, -0.7, -0.7], [6.0, 0.0, 1.1], [-5.3, 0.4, 0.7], [0.1, -0.3, 0.5], [0.3, -0.1, -0.5], [0.3, -0.3, -0.4], [0.0, 0.1, 0.1], [-0.8, -1.2, 0.8], [4.6, -1.0, 3.3], [-2.6, 0.4, 0.2], [-0.7, 1.6, -3.5], [0.1, 0.2, -0.4], [-0.5, -0.1, 0.5], [0.3, 0.2, -1.2], [-0.5, -0.1, -0.2], [1.7, 4.5, 3.3], [-1.2, 2.2, 1.5], [1.7, -7.3, 2.3], [-2.3, 1.8, -6.0], [0.2, -0.4, -0.4], [0.2, -0.6, 0.9], [0.1, -0.3, -0.9], [-0.5, 0.1, -0.4], [-0.7, 2.7, -0.6], [-0.8, 0.6, -0.5], [2.2, -4.1, -1.2], [-0.1, 0.6, 2.4], [-0.2, -0.5, -0.7], [-0.3, 0.1, 0.2], [0.0, -0.4, 0.0], [-0.4, 0.8, 0.7], [-2.3, -0.2, -1.0], [-2.5, 0.0, 0.5], [0.7, 3.8, 3.0], [3.4, -3.0, -2.2], [-0.4, 0.4, 0.5], [0.3, 0.1, -0.2], [0.4, 0.0, 0.4], [0.3, -1.2, -1.1], [1.7, -1.3, -2.5], [-1.9, -0.1, -4.6], [3.5, -2.2, 1.8], [-3.5, 3.1, 4.4], [0.3, -0.1, -0.4], [0.5, 0.1, 0.6], [-0.7, 0.8, 0.1], [0.1, -0.2, 0.6]], "charge": 0, "e_tot_ha": -2860.27131, "multiplicity": 1, "gap_ha": 0.305}



Entry 3:
{"formula": "C4H10BrOPS3", "method": "ωB97M-V with the def2-TZVPD basis set", "species": ["C", "C", "C", "C", "O", "P", "S", "S", "S", "Br", "H", "H", "H", "H", "H", "H", "H", "H", "H", "H"], "xyz": [[0.476867, -2.730169, 1.093170], [-1.324956, 2.268400, -1.735794], [-0.899452, -2.057838, 1.120350], [0.037367, 2.455517, -1.096264], [0.566370, 0.295183, 2.521520], [0.358578, 0.631514, 1.124828], [-0.966066, -0.639794, 0.001036], [-0.158097, 2.641611, 0.834066], [3.062865, -1.180476, -1.632444], [2.808208, 0.151705, 0.041804], [1.172332, -2.098944, 1.690031], [0.478083, -3.707198, 1.620799], [1.033331, -2.988753, 0.144958], [-1.507055, 2.789801, -2.784181], [-1.616919, 1.274694, -1.974357], [-2.137328, 2.686053, -1.165747], [-1.102342, -1.695167, 2.165818], [-1.499679, -2.828929, 0.607496], [0.613833, 3.246209, -1.505998], [0.604065, 1.486577, -1.071087]], "atomic_forces_ev_per_a": [[2.1, -0.4, 0.9], [-1.0, 1.9, -2.7], [1.4, -0.9, -0.3], [-0.8, -2.1, 1.5], [0.1, -0.4, 0.9], [-0.3, 0.0, -1.3], [0.6, 1.1, 0.4], [0.7, -0.7, -1.5], [-0.4, 0.0, 0.0], [-0.8, 0.5, 0.6], [-0.2, -0.4, -0.4], [-0.4, 0.5, 0.0], [-1.2, 0.8, 0.5], [1.1, -0.7, 2.0], [0.2, -1.1, 0.2], [-0.2, 0.2, 0.5], [-0.4, -0.9, -1.2], [-0.9, 0.8, 0.8], [0.6, 0.7, 0.0], [-0.2, 1.2, -0.9]], "de_lowest_kj_mol": 107.7, "charge": 0, "e_tot_ha": -4343.52327, "multiplicity": 1, "gap_ha": [0.219, 0.219]}



Entry 4:
{"formula": "C8H9NO5Pd", "method": "ωB97M-V with the def2-TZVPD basis set", "species": ["O", "C", "Pd", "O", "C", "C", "O", "C", "O", "C", "N", "C", "C", "C", "O", "H", "H", "H", "H", "H", "H", "H", "H", "H"], "xyz": [[0.652998, 1.170730, -2.212895], [0.393818, 0.603664, -1.286433], [-0.520223, 0.612219, 0.462300], [-1.501223, -3.462367, -1.983269], [-1.930620, -2.453860, -1.569380], [-2.077518, 1.637617, 0.636414], [-2.806778, 2.417723, 0.836694], [-0.119302, -0.656782, 1.739176], [0.127148, -1.064013, 2.759082], [5.516215, -0.872706, -0.065393], [4.324319, -0.041845, -0.299651], [4.557357, 1.343513, -0.768357], [3.066396, -0.437385, -0.052004], [2.782064, -1.809094, 0.290249], [2.159528, 0.488419, -0.141141], [6.401830, -0.317596, -0.341117], [5.455782, -1.828951, -0.655022], [5.587800, -1.177952, 1.031489], [3.930636, 1.508172, -1.641873], [4.204806, 2.041502, 0.011972], [5.563105, 1.447259, -0.965141], [2.427540, -1.867019, 1.373425], [1.918401, -2.215155, -0.343816], [3.651535, -2.516584, 0.172086]], "atomic_forces_ev_per_a": [[0.3, 0.1, -0.8], [0.0, 0.0, -2.7], [1.1, 0.2, -1.9], [-2.0, 4.6, 1.9], [2.0, -4.6, -1.9], [0.4, -1.7, 1.2], [-3.3, 3.2, 0.4], [-0.5, -1.3, 3.6], [0.2, -0.4, -0.7], [-0.4, -1.1, 0.8], [2.1, 1.2, -0.6], [-2.3, -0.5, 1.0], [-2.9, 2.2, -0.5], [-1.1, -2.7, 0.8], [3.7, -2.2, 1.4], [0.0, 0.1, 0.0], [0.0, 0.9, 0.4], [-0.2, 0.4, -1.2], [0.0, 0.1, -0.2], [0.3, -0.2, -0.3], [2.0, 0.4, -0.5], [0.5, 0.0, -1.3], [1.1, 0.7, 0.8], [-1.1, 0.9, 0.2]], "charge": 2, "s_squared": 2.037, "e_tot_ha": -868.28266, "multiplicity": 3, "gap_ha": [0.382, 0.210]}